<A>
36
Properties=species:S:1:pos:R:3:mulliken_charge:R:1 method="wB97M-V/def2-TZVPD" e_homo_ev=-10.4796 molar_mass_g_mol=246.3 charge=0 lumo_ev=0.398 homo_lumo_gap_ev=10.877
C -0.027 -0.888 0.691 0.31
C 1.441 -0.550 0.768 0.42
N 2.596 -0.228 0.818 -0.64
H -0.617 0.023 0.593 -0.52
H -0.198 -1.552 1.539 0.58
H -0.199 -1.477 -0.209 -0.63
C -2.161 2.716 -0.683 -1.20
C -1.776 1.342 -1.040 0.51
N -1.516 0.232 -1.280 -0.35
H -1.566 3.275 0.039 0.34
H -3.162 2.688 -0.253 0.34
H -1.977 3.357 -1.546 0.37
C 1.251 1.684 -1.130 -1.26
C 0.718 1.938 0.185 0.65
N 0.375 2.139 1.242 -0.42
H 2.021 0.923 -1.011 0.15
H 1.750 2.588 -1.482 0.44
H 0.576 1.227 -1.853 0.41
C -1.683 -3.129 -0.641 -0.98
C -0.238 -3.295 -0.709 0.63
N 0.916 -3.391 -0.755 -0.45
H -2.128 -2.613 0.210 0.28
H -2.135 -4.114 -0.525 0.41
H -2.046 -2.787 -1.610 0.30
C -1.267 1.024 2.598 0.00
C -0.741 2.282 3.144 0.36
N -0.307 3.230 3.575 -0.48
H -2.333 1.066 2.819 0.38
H -0.831 0.175 3.125 0.21
H -1.078 0.999 1.525 -0.18
C 3.120 -1.665 -1.144 -1.29
C 1.958 -1.163 -1.787 0.62
N 1.015 -0.770 -2.386 -0.52
H 3.725 -2.313 -1.777 0.32
H 2.802 -2.159 -0.225 0.46
H 3.721 -0.814 -0.826 0.44


<B>
36
Properties=species:S:1:pos:R:3:mulliken_charge:R:1 method="wB97M-V/def2-TZVPD" e_homo_ev=-11.2200 molar_mass_g_mol=246.3 charge=0 lumo_ev=0.249 homo_lumo_gap_ev=11.469
C 0.550 -1.388 0.995 -0.67
C -0.574 -1.611 1.976 0.28
N -1.434 -1.738 2.748 -0.39
H 0.824 -0.342 0.852 0.28
H 0.134 -1.749 0.054 0.22
H 1.461 -1.884 1.328 0.26
C 0.101 -6.415 -1.272 -0.68
C 1.081 -6.164 -0.210 0.28
N 1.839 -5.976 0.626 -0.35
H 0.641 -7.002 -2.015 0.24
H -0.260 -5.483 -1.706 0.25
H -0.720 -7.020 -0.886 0.26
C 2.355 3.441 -2.875 -0.70
C 3.168 2.379 -2.266 0.31
N 3.931 1.595 -1.866 -0.38
H 3.049 4.016 -3.487 0.25
H 1.973 4.063 -2.065 0.24
H 1.507 3.144 -3.492 0.27
C 5.293 0.141 3.683 -0.75
C 4.407 -0.650 4.559 0.29
N 3.668 -1.235 5.198 -0.33
H 4.696 0.972 3.307 0.24
H 5.811 -0.392 2.885 0.28
H 6.080 0.614 4.271 0.27
C -5.675 -0.370 0.237 -0.71
C -4.826 -1.279 -0.560 0.27
N -4.153 -1.974 -1.152 -0.34
H -5.096 0.525 0.466 0.24
H -5.870 -0.779 1.228 0.26
H -6.640 -0.210 -0.244 0.28
C -3.129 5.851 -1.943 -0.70
C -2.505 4.714 -1.227 0.26
N -2.011 3.844 -0.656 -0.34
H -2.515 6.741 -1.809 0.26
H -4.178 5.984 -1.680 0.27
H -2.982 5.639 -3.003 0.25


Here are the energies relative to the best structure, in hartree: <A> 0.1233; <B> 0.0000.


<A>
10
Properties=species:S:1:pos:R:3:mulliken_charge:R:1 method="wB97M-V/def2-TZVPD" e_homo_ev=-4.2295 molar_mass_g_mol=119.1 charge=-1 lumo_ev=3.200 homo_lumo_gap_ev=7.430
C -2.255 -0.194 0.065 0.59
C -0.975 0.502 -0.291 -0.03
C 2.097 0.164 -0.526 -0.31
O -3.089 -0.820 -0.615 -0.72
O -2.164 0.123 1.274 -0.60
O 0.108 -0.043 -0.305 -0.28
S 2.639 -0.899 0.634 -0.15
H -1.077 1.617 -0.491 0.28
H 1.853 -0.454 -1.322 0.13
H 2.863 0.004 1.578 0.09


<B>
10
Properties=species:S:1:pos:R:3:mulliken_charge:R:1 method="wB97M-V/def2-TZVPD" e_homo_ev=-4.2381 molar_mass_g_mol=119.1 charge=-1 lumo_ev=3.946 homo_lumo_gap_ev=8.184
C -1.289 0.329 0.242 -0.21
C -1.706 1.325 0.785 0.05
C -0.550 -0.741 -0.486 -0.50
O 1.618 -0.581 1.182 -0.60
O 3.062 0.059 -0.762 -0.61
O 0.540 -0.153 -1.080 -0.42
S 1.839 0.387 0.091 0.53
H -2.220 2.303 1.174 0.31
H -0.149 -1.602 0.191 0.24
H -1.146 -1.326 -1.337 0.20


Here are the energies relative to the best structure, in hartree: <A> 0.0301; <B> 0.0000.


<A>
11
Properties=species:S:1:pos:R:3:mulliken_charge:R:1 method="wB97M-V/def2-TZVPD" e_homo_ev=-9.3806 molar_mass_g_mol=117.1 charge=0 lumo_ev=-0.689 homo_lumo_gap_ev=8.692
N -2.005 -0.028 0.231 -0.35
N -1.120 -0.978 -0.281 -0.26
C 0.172 -0.613 -0.073 0.68
N 1.192 -1.433 -0.597 -0.18
N 2.259 -1.035 -0.039 -0.10
O 1.932 0.012 0.920 -0.19
N 0.732 0.578 0.417 0.00
O 1.130 1.200 -0.886 -0.48
H -1.719 0.446 1.035 0.24
H -3.062 -0.295 0.093 0.26
H 0.489 2.146 -0.821 0.38


<B>
11
Properties=species:S:1:pos:R:3:mulliken_charge:R:1 method="wB97M-V/def2-TZVPD" e_homo_ev=-9.1844 molar_mass_g_mol=117.1 charge=0 lumo_ev=-0.570 homo_lumo_gap_ev=8.614
C -0.142 -0.372 0.652 0.35
H -0.774 1.533 1.962 0.34
H 1.134 2.551 1.399 0.28
H -1.328 -2.502 -0.306 0.42
N -0.012 2.126 0.965 -0.84
N 0.178 1.043 0.189 0.80
N 0.501 1.162 -1.013 -0.36
N 0.305 -0.030 -1.590 -0.42
N -0.133 -0.844 -0.555 0.51
O -0.163 -2.229 -0.892 -0.49
O -0.344 -0.715 1.773 -0.57


Here are the energies relative to the best structure, in hartree: <A> 0.0000; <B> 0.0423.


<A>
19
Properties=species:S:1:pos:R:3:mulliken_charge:R:1 method="wB97M-V/def2-TZVPD" e_homo_ev=-8.8420 molar_mass_g_mol=133.2 charge=0 lumo_ev=0.809 homo_lumo_gap_ev=9.651
C -0.820 0.806 -1.624 -0.85
C -1.426 -0.435 -1.134 -0.41
C -1.349 -0.424 0.460 -0.67
N 0.100 -0.026 0.791 -0.35
S 0.370 0.099 2.554 -0.08
C 1.007 -1.204 0.466 0.08
N 2.290 -0.892 0.496 -0.48
N 2.547 0.463 0.784 -0.34
H -1.440 1.557 -1.136 0.26
H -1.006 0.961 -2.738 0.33
H 0.310 1.110 -1.409 0.16
H -2.503 -0.579 -1.395 0.32
H -1.018 -1.471 -1.420 0.31
H -1.805 0.640 0.723 0.28
H -1.684 -1.388 0.965 0.34
H 0.663 1.377 2.522 0.12
H 0.796 -2.292 0.222 0.38
H 1.691 1.008 0.710 0.33
H 3.277 0.690 0.163 0.26


<B>
19
Properties=species:S:1:pos:R:3:mulliken_charge:R:1 method="wB97M-V/def2-TZVPD" e_homo_ev=-8.0561 molar_mass_g_mol=133.2 charge=0 lumo_ev=0.898 homo_lumo_gap_ev=8.954
C 1.143 -1.331 1.100 -0.99
N 0.524 -1.449 -0.246 -0.07
N -0.862 -1.319 -0.260 -0.71
C -1.289 -0.100 -0.113 0.65
C -2.782 0.176 0.052 -1.08
N -0.480 1.056 -0.111 -0.31
S 0.402 1.485 -1.504 -0.03
C 2.079 1.324 -0.889 -0.64
H 1.155 -0.259 1.474 0.27
H 2.125 -1.821 0.972 0.35
H 0.588 -1.875 1.846 0.41
H 0.700 -2.343 -0.535 0.24
H -3.136 0.654 -0.873 0.26
H -3.362 -0.765 0.147 0.34
H -3.054 0.847 0.921 0.32
H -1.003 1.871 0.304 0.30
H 2.369 0.221 -0.670 0.14
H 2.124 1.893 0.062 0.22
H 2.761 1.734 -1.677 0.33


Here are the energies relative to the best structure, in hartree: <A> 0.0633; <B> 0.0000.


<A>
16
Properties=species:S:1:pos:R:3:mulliken_charge:R:1 method="wB97M-V/def2-TZVPD" e_homo_ev=-14.1962 molar_mass_g_mol=92.1 charge=+1 lumo_ev=-3.334 homo_lumo_gap_ev=10.862
N -0.957 1.733 0.223 -0.61
O -1.267 0.465 -0.358 -0.26
C -0.166 -0.437 -0.804 0.03
N -0.679 -1.695 -1.171 -0.57
C 0.895 -0.706 0.281 -0.52
N 1.280 0.433 1.195 -0.33
H -1.186 2.453 -0.476 0.27
H -1.627 1.818 0.991 0.26
H 0.310 -0.097 -1.782 0.31
H -1.272 -2.257 -0.463 0.26
H -1.189 -1.647 -2.064 0.28
H 0.470 -1.533 0.908 0.38
H 1.661 -1.052 -0.449 0.29
H 1.753 1.226 0.733 0.40
H 1.632 0.211 2.169 0.35
H 0.341 1.085 1.067 0.44


<B>
16
Properties=species:S:1:pos:R:3:mulliken_charge:R:1 method="wB97M-V/def2-TZVPD" e_homo_ev=-14.6383 molar_mass_g_mol=92.1 charge=+1 lumo_ev=-2.869 homo_lumo_gap_ev=11.770
C 0.300 -2.579 -0.234 -0.97
N -0.176 -1.356 -0.867 -0.14
C -0.219 -0.186 -0.248 0.68
N -0.576 0.921 -0.924 -0.38
N 0.056 -0.070 1.042 -0.32
H 0.680 -3.239 -0.999 0.32
H -0.497 -3.093 0.300 0.33
H 1.107 -2.359 0.457 0.36
H -0.312 -1.369 -1.871 0.24
H -0.325 0.946 -1.899 0.24
H -0.516 1.776 -0.379 0.27
H 0.016 0.859 1.437 0.17
H 0.036 -0.816 1.721 0.25
H 0.819 3.625 0.410 0.31
H -0.461 3.804 1.253 0.32
O 0.070 3.138 0.800 -0.68


<C>
16
Properties=species:S:1:pos:R:3:mulliken_charge:R:1 method="wB97M-V/def2-TZVPD" e_homo_ev=-14.1474 molar_mass_g_mol=92.1 charge=+1 lumo_ev=-3.209 homo_lumo_gap_ev=10.938
C 0.823 -0.728 -0.202 -0.65
C -0.495 0.131 0.160 0.80
N 0.740 -1.183 -1.578 -0.60
N 0.239 1.433 1.255 -0.61
N -1.119 0.842 -0.768 -0.54
O -1.343 -0.439 1.035 -0.49
H 0.690 -1.667 0.449 0.32
H 1.766 -0.109 0.014 0.41
H 1.654 -1.418 -1.970 0.24
H 1.200 1.206 1.605 0.33
H 0.202 2.118 0.425 0.36
H -0.443 1.675 1.944 0.29
H 0.045 -1.933 -1.502 0.23
H -0.866 0.487 -1.681 0.30
H -2.129 0.733 -0.673 0.29
H -0.964 -1.149 1.489 0.32


Here are the energies relative to the best structure, in hartree: <A> 0.1550; <B> 0.0000; <C> 0.0874.


<A>
23
Properties=species:S:1:pos:R:3:mulliken_charge:R:1 method="wB97M-V/def2-TZVPD" e_homo_ev=-8.7881 molar_mass_g_mol=143.2 charge=0 lumo_ev=-0.001 homo_lumo_gap_ev=8.787
C -2.110 0.323 0.795 -0.73
C -1.198 0.310 -0.164 -0.54
C -0.202 1.717 -0.521 0.54
C -0.023 1.697 -2.034 -1.38
O 0.941 1.850 0.157 -0.67
H -1.998 0.959 1.666 0.30
H -3.016 -0.269 0.745 0.31
H -1.338 -0.327 -1.034 0.35
H -0.874 2.537 -0.217 0.27
H -0.991 1.691 -2.529 0.37
H 0.531 0.804 -2.318 0.27
H 0.518 2.591 -2.335 0.37
H 1.036 1.025 0.927 0.40
C 2.158 -1.336 -0.587 -0.85
C 1.029 -1.716 0.002 -0.06
C 0.550 -1.091 1.250 0.80
N -0.333 -1.803 1.991 -0.40
O 1.092 -0.076 1.759 -0.69
H 2.600 -1.908 -1.387 0.30
H 2.813 -0.621 -0.112 0.28
H 0.392 -2.478 -0.428 0.23
H -0.690 -1.360 2.822 0.30
H -0.887 -2.519 1.554 0.23


<B>
23
Properties=species:S:1:pos:R:3:mulliken_charge:R:1 method="wB97M-V/def2-TZVPD" e_homo_ev=-7.8984 molar_mass_g_mol=143.2 charge=0 lumo_ev=0.578 homo_lumo_gap_ev=8.476
C 0.084 0.092 2.109 -1.12
C 0.592 -0.376 0.968 0.75
C 0.914 -1.828 0.773 -1.34
C 1.005 0.668 -0.103 1.12
C 1.973 0.126 -1.136 -1.52
O 1.011 1.857 0.191 -0.64
H -0.073 1.152 2.237 0.29
H -0.225 -0.554 2.915 0.33
H 1.992 -1.989 0.777 0.29
H 0.478 -2.424 1.573 0.40
H 0.531 -2.195 -0.178 0.31
H 2.867 -0.261 -0.652 0.38
H 2.258 0.933 -1.808 0.41
H 1.505 -0.676 -1.701 0.33
N -1.581 2.085 -0.874 -0.61
C -1.219 0.792 -1.269 -0.35
C -1.739 -0.324 -0.689 -0.28
O -2.479 -0.227 0.462 -0.47
H -1.815 2.099 0.113 0.30
H -0.827 2.746 -1.020 0.32
H -0.847 0.710 -2.280 0.35
H -1.641 -1.301 -1.142 0.42
H -2.765 -1.105 0.736 0.34


Here are the energies relative to the best structure, in hartree: <A> 0.0212; <B> 0.0000.